Record 1
# C40H66O29S2

11 unconnected molecules or ions with the total composition C40H66O29S2 in a non-equilibrium geometry (ωB97M-V with the def2-TZVPD basis set, the Open Molecules 2025 dataset).

ORCA input file:
```
! RIJCOSX wB97M-V def2-TZVPD def2/J DEFGRID3
* xyz 0 1
C -13.0385 14.4525 -9.0438
C -13.5145 13.0758 -8.6050
C -12.4574 12.0776 -8.1920
O -13.0042 11.5762 -7.0353
C -14.1390 12.2271 -6.6395
O -14.7210 11.8763 -5.6290
O -14.5140 13.0659 -7.5858
H -12.4161 14.9281 -8.2857
H -13.7950 15.1763 -9.3469
H -12.3720 14.3228 -9.8964
H -13.9578 12.7640 -9.5507
H -11.4134 12.3687 -8.0760
H -12.4633 11.2523 -8.9039
C -8.0643 12.2882 1.6781
C -7.9473 11.1948 0.5526
C -8.9372 11.4135 -0.6088
O -8.0612 11.3136 -1.6810
C -6.7668 11.4230 -1.3514
O -5.8462 11.4984 -2.1698
O -6.6951 11.4429 -0.0524
H -7.4741 12.0649 2.5668
H -9.0874 12.4705 2.0069
H -7.7046 13.2014 1.2039
H -7.9759 10.2234 1.0463
H -9.4871 12.3533 -0.5599
H -9.6064 10.5541 -0.6493
C -12.2699 17.0202 -5.7764
C -13.0894 16.3002 -4.7482
C -13.6158 14.9812 -5.2361
O -12.5898 14.1035 -4.8327
C -11.9049 14.6279 -3.8506
O -11.0325 14.0918 -3.1853
O -12.2042 15.8285 -3.7528
H -11.4918 16.4112 -6.2367
H -11.7038 17.8294 -5.3150
H -12.8990 17.5132 -6.5175
H -13.8982 16.9698 -4.4556
H -13.6076 15.0322 -6.3249
H -14.4906 14.6589 -4.6713
C -6.5319 14.5583 -5.0088
C -8.0015 14.1075 -5.1698
C -8.8175 14.7932 -6.2703
O -9.3446 13.6964 -7.0565
C -8.8058 12.6059 -6.7022
O -9.1548 11.5064 -7.0973
O -8.0416 12.7558 -5.5985
H -5.9526 14.4522 -5.9260
H -6.0882 13.8590 -4.3002
H -6.4276 15.4959 -4.4627
H -8.5761 14.2773 -4.2593
H -8.1727 15.3596 -6.9423
H -9.5278 15.4664 -5.7905
C -7.0134 9.7291 -4.6399
C -6.8406 9.1272 -5.9788
C -5.4101 9.1803 -6.5202
O -5.2140 7.8866 -7.0045
C -6.2544 7.1050 -6.6609
O -6.3195 5.9206 -6.9668
O -7.1250 7.7904 -5.9098
H -6.8361 10.7961 -4.7746
H -6.4168 9.3583 -3.8064
H -8.0421 9.7207 -4.2795
H -7.5624 9.5523 -6.6762
H -4.7070 9.3790 -5.7114
H -5.4139 10.0003 -7.2383
C -14.2747 2.5540 -7.0678
C -14.1161 4.0538 -6.7970
C -15.4139 4.8036 -6.6871
O -15.2030 5.7140 -5.5533
C -13.9798 5.4463 -5.0093
O -13.3972 6.1467 -4.2375
O -13.3969 4.3984 -5.6158
H -14.6344 2.0936 -6.1477
H -13.2882 2.1373 -7.2708
H -14.9281 2.3305 -7.9111
H -13.6227 4.5288 -7.6450
H -16.1484 4.0488 -6.4063
H -15.5676 5.2412 -7.6735
C -13.0029 6.6893 -0.9922
C -12.5572 5.3915 -0.3213
C -11.8323 4.3677 -1.1886
O -10.5638 4.1934 -0.5781
C -10.4860 4.8693 0.6071
O -9.5153 4.8435 1.3800
O -11.5762 5.7478 0.6791
H -13.5338 7.4825 -0.4659
H -13.6708 6.3358 -1.7778
H -12.1485 7.2255 -1.4053
H -13.4711 4.9614 0.0886
H -11.7832 4.6777 -2.2324
H -12.3148 3.3950 -1.2845
C -9.0164 6.4215 -3.2979
C -7.7554 6.7848 -2.5107
C -8.1641 7.5767 -1.2395
O -7.4297 6.9286 -0.2331
C -7.0041 5.7432 -0.6536
O -6.5191 4.8911 0.0675
O -7.3624 5.5327 -1.9685
H -9.3788 7.3346 -3.7701
H -9.7264 5.8500 -2.7001
H -8.6648 5.7769 -4.1035
H -6.9146 7.1788 -3.0816
H -9.2213 7.6167 -0.9772
H -7.9691 8.6243 -1.4688
C -10.0628 6.5944 -6.9800
C -11.2394 7.5316 -7.2489
C -10.7674 8.8792 -7.7382
O -11.4178 9.0970 -8.9527
C -12.0020 7.9687 -9.3430
O -12.6196 7.8482 -10.4211
O -11.8582 7.0028 -8.4144
H -9.3536 6.5712 -7.8074
H -10.3402 5.5723 -6.7223
H -9.5422 7.0983 -6.1656
H -12.0104 7.6149 -6.4830
H -9.6824 8.9757 -7.6993
H -11.1899 9.6383 -7.0799
C -14.6011 12.2133 -1.5997
S -16.1030 13.2634 -1.4810
O -15.7245 14.5499 -2.2292
C -17.1264 12.3758 -2.7674
H -14.7785 11.1499 -1.4394
H -13.8667 12.6109 -0.8992
H -14.1932 12.3171 -2.6052
H -17.0861 11.3002 -2.5958
H -16.6450 12.4396 -3.7432
H -18.1549 12.7330 -2.8214
C -13.1155 9.6441 -3.7779
S -11.8135 10.5276 -2.8498
O -11.1500 9.4013 -2.1107
C -10.8001 10.9051 -4.3810
H -14.0168 10.1502 -3.4319
H -13.0709 8.6064 -3.4474
H -12.9048 9.6627 -4.8472
H -11.2685 11.4908 -5.1720
H -10.4383 9.9444 -4.7474
H -9.9915 11.5049 -3.9632
*
```

Output
HOMO: -9.186 eV
Strongest force on any atom: 6.868 eV/Å
Energy above the lowest of the compared OMol25 structures with the same formula, charge and spin: 0.00 kcal per mole

=====

Record 2
# C40H67As2KOP

A molecular structure, C40H67As2KOP in a non-equilibrium geometry (ωB97M-V with the def2-TZVPD basis set, the Open Molecules 2025 dataset).

ORCA input file:
```
! RIJCOSX wB97M-V def2-TZVPD def2/J DEFGRID3
* xyz -1 1
K -1.6411 -0.3210 1.0315
C -4.7211 4.4982 -2.4610
C -4.9047 3.2333 -1.7191
C -5.5276 2.0902 -2.2329
C -5.9523 1.9925 -3.6216
C -5.6591 0.9138 -1.4620
C -6.5394 -0.1799 -1.9585
C -5.1418 0.8653 -0.1590
C -5.2099 -0.4384 0.5379
C -4.4840 1.9972 0.3324
C -4.0253 2.1297 1.7621
C -4.4222 3.1848 -0.4228
C -3.8575 4.4428 0.2151
H -5.3169 4.5155 -3.3778
H -3.6459 4.6990 -2.6710
H -5.0569 5.3015 -1.7743
H -5.3263 2.6630 -4.2107
H -7.0080 2.2260 -3.8112
H -5.8332 0.9638 -3.9107
H -7.0620 0.1000 -2.8840
H -7.3628 -0.4354 -1.2743
H -5.9802 -1.1193 -2.2142
H -6.2185 -0.8086 0.6108
H -4.8439 -0.4510 1.5292
H -4.6232 -1.1558 -0.0374
H -4.6195 2.9484 2.2015
H -2.9820 2.3942 1.8706
H -4.2713 1.2582 2.3925
H -4.6008 5.1018 0.6641
H -3.3877 5.0574 -0.5658
H -3.1062 4.2116 0.9971
C -1.9725 2.6439 5.4426
As -0.8610 1.4449 4.3338
C 0.7232 2.6758 4.4207
C -0.3568 0.3011 5.8813
C 0.4842 0.8127 6.8979
C 0.7811 0.0238 8.0215
C 0.3772 -1.3196 8.0540
C -0.4807 -1.7984 7.1108
C -0.7746 -1.0148 5.9659
As -1.7182 -1.8482 4.3808
C -3.4476 -1.8662 5.3988
C -1.2942 -3.7647 4.5683
H -1.3602 2.9719 6.2873
H -2.8089 2.0525 5.7876
H -2.2020 3.5096 4.7845
H 0.4735 3.5440 5.0287
H 0.9342 3.0081 3.3681
H 1.6429 2.1523 4.6823
H 0.8860 1.8152 6.8062
H 1.3252 0.4743 8.8440
H 0.6017 -1.9050 8.9607
H -0.9732 -2.7601 7.2602
H -4.2235 -1.5503 4.6571
H -3.4495 -1.1532 6.2257
H -3.7539 -2.8153 5.8232
H -1.1401 -3.9926 5.6024
H -0.3949 -3.9159 3.9990
H -2.1552 -4.2666 4.1509
C 2.8769 0.6860 -6.4247
C 3.0331 1.8524 -5.3866
C 3.4157 1.2967 -3.9299
C 2.7521 -0.0508 -3.7365
C 1.4336 -0.1904 -4.4841
C 1.6792 -0.2208 -6.0278
P 2.7041 -0.6333 -1.9043
C 2.7981 -2.5113 -2.2177
C 1.4270 -3.0505 -1.6048
C 1.5404 -4.5785 -1.3279
C 2.2683 -5.3718 -2.4416
C 2.4909 -4.5792 -3.7281
C 3.1805 -3.2502 -3.5116
C 4.4319 -0.1598 -1.4136
C 5.4450 -1.2174 -1.4116
C 6.8462 -0.7573 -0.9180
C 6.7635 0.2162 0.3179
C 5.9348 1.4438 -0.0545
C 4.6778 1.0343 -0.8073
H 3.8065 0.0600 -6.5036
H 2.6474 1.1703 -7.4116
H 2.0901 2.4071 -5.2924
H 3.7786 2.6159 -5.7600
H 3.0560 2.0450 -3.1704
H 4.4951 1.1848 -3.7523
H 3.4798 -0.7657 -4.1357
H 0.8438 0.7102 -4.2403
H 0.7936 -1.0678 -4.2352
H 0.7321 0.0758 -6.5795
H 1.9249 -1.2581 -6.2936
H 3.4726 -2.8804 -1.4707
H 0.5738 -2.8340 -2.2232
H 1.2397 -2.4939 -0.6760
H 0.6006 -5.0375 -0.9538
H 2.1210 -4.6920 -0.3749
H 1.8230 -6.3849 -2.6543
H 3.2699 -5.6653 -2.0741
H 1.5622 -4.4674 -4.2831
H 3.1097 -5.1321 -4.4470
H 2.9182 -2.6082 -4.3767
H 4.2700 -3.3502 -3.5805
H 2.3541 0.9519 0.6787
H 5.5811 -1.5858 -2.4220
H 5.1272 -2.1128 -0.8863
H 7.3048 -0.2640 -1.7870
H 7.5299 -1.5726 -0.7228
H 7.7028 0.3827 0.8502
H 6.1125 -0.3035 1.0746
H 6.4982 2.2639 -0.5189
H 5.5707 1.9859 0.8407
H 3.9249 1.7843 -0.6862
H 1.1733 0.7978 1.9823
O 1.2819 0.7448 0.9774
*
```

Output
HOMO (spin up / spin down): -0.023 / -0.022 eV
Strongest force on any atom: 4.732 eV/Å
Energy above the lowest of the compared OMol25 structures with the same formula, charge and spin: 0.00 kcal per mole

=====

Record 3
# C40H67CdGeINO6Se

A molecular structure, C40H67CdGeINO6Se (ωB97M-V with the def2-TZVPD basis set, the Open Molecules 2025 dataset).

ORCA input file:
```
! RIJCOSX wB97M-V def2-TZVPD def2/J DEFGRID3
* xyz 0 2
Cd 2.0569 0.1636 -0.2971
C 3.3330 -2.8036 -1.5641
C 4.3343 -1.7208 -1.9571
C 5.7432 -2.1707 -1.5837
C 4.2759 -1.4176 -3.4479
O 3.9853 -0.5341 -1.2290
Ge 4.9979 0.2952 0.1951
O 3.8021 1.7449 0.0136
C 4.0628 2.9795 -0.6696
C 4.2711 4.0656 0.3853
C 5.3068 2.8696 -1.5478
C 2.8487 3.2951 -1.5351
O 3.6123 -0.4865 1.2682
C 3.5937 -0.6422 2.6901
C 2.5451 0.2991 3.2602
C 4.9660 -0.3267 3.2772
C 3.2268 -2.0908 2.9836
H 3.5545 -3.7532 -2.0561
H 3.3676 -2.9504 -0.4811
H 2.3212 -2.5118 -1.8552
H 6.0032 -3.0724 -2.1404
H 6.4755 -1.3969 -1.8230
H 5.8089 -2.4001 -0.5174
H 4.5133 -2.3112 -4.0293
H 3.2825 -1.0940 -3.7468
H 4.9957 -0.6353 -3.6978
H 5.1286 3.8117 1.0123
H 4.4593 5.0359 -0.0800
H 3.3922 4.1474 1.0187
H 6.1961 2.6694 -0.9469
H 5.1847 2.0673 -2.2808
H 5.4693 3.8034 -2.0885
H 1.9434 3.3120 -0.9242
H 2.9567 4.2652 -2.0242
H 2.7466 2.5358 -2.3146
H 2.7907 1.3362 3.0207
H 1.5777 0.0644 2.8179
H 2.4572 0.1943 4.3436
H 5.2412 0.7137 3.0876
H 4.9549 -0.4815 4.3576
H 5.7285 -0.9768 2.8443
H 2.2752 -2.3228 2.5130
H 3.9875 -2.7613 2.5781
H 3.1391 -2.2665 4.0584
C -4.3520 4.7734 -2.3435
C -4.5325 4.0657 -0.9925
C -5.7165 3.0917 -1.0864
C -4.8710 5.1244 0.0580
C -3.2589 3.2971 -0.6446
C -2.8011 2.2963 -1.4757
C -1.6282 1.5956 -1.2005
Se -1.2951 0.1691 -2.4245
C -1.7267 -1.4069 -1.4323
C -2.8940 -2.0176 -1.7837
C -3.3358 -3.1914 -1.1465
C -2.5628 -3.6992 -0.0920
C -1.3731 -3.1429 0.3065
C -0.8513 -1.9788 -0.4262
O 0.2902 -1.5282 -0.2105
C -0.5768 -3.7214 1.4676
C -1.3317 -4.8594 2.1547
C -0.3697 -2.6122 2.5190
C 0.7543 -4.3137 0.9647
C -4.6193 -3.8488 -1.6211
C -5.7804 -2.8510 -1.4826
C -4.4479 -4.2402 -3.0979
C -4.9609 -5.1062 -0.8199
C -0.8064 1.8908 -0.0879
O 0.3647 1.3540 0.1021
C -1.3536 2.8421 0.8427
C -2.5173 3.5172 0.5190
C -0.6884 3.0537 2.2010
C -0.7516 1.7228 2.9684
C -1.4226 4.0962 3.0498
C 0.7597 3.5370 2.0567
H -5.2580 5.3241 -2.6100
H -4.1443 4.0598 -3.1426
H -3.5198 5.4786 -2.2988
H -6.6346 3.6316 -1.3332
H -5.8644 2.5754 -0.1357
H -5.5530 2.3372 -1.8579
H -5.7746 5.6585 -0.2424
H -4.0683 5.8574 0.1624
H -5.0585 4.6748 1.0356
H -3.3555 2.0308 -2.3690
H -3.4884 -1.5867 -2.5783
H -2.9171 -4.5767 0.4257
H -2.3252 -4.5535 2.4898
H -0.7708 -5.1696 3.0377
H -1.4316 -5.7273 1.4990
H -1.3364 -2.2951 2.9187
H 0.1307 -1.7415 2.1057
H 0.2287 -2.9925 3.3490
H 0.5520 -5.1209 0.2565
H 1.3038 -4.7374 1.8083
H 1.3812 -3.5741 0.4768
H -5.6177 -1.9502 -2.0751
H -5.9164 -2.5542 -0.4410
H -6.7047 -3.3163 -1.8302
H -4.2512 -3.3728 -3.7293
H -5.3601 -4.7193 -3.4586
H -3.6193 -4.9401 -3.2200
H -5.1165 -4.8833 0.2376
H -4.1802 -5.8645 -0.9062
H -5.8855 -5.5368 -1.2067
H -2.8842 4.2532 1.2193
H -1.7932 1.4468 3.1507
H -0.2444 1.8086 3.9340
H -0.2854 0.9273 2.3953
H -2.4612 3.8138 3.2358
H -1.4066 5.0850 2.5851
H -0.9225 4.1767 4.0172
H 1.3820 2.8029 1.5551
H 1.1826 3.7398 3.0457
H 0.7886 4.4674 1.4820
I 0.4299 -2.1243 -4.2694
O 1.4472 0.8006 -3.5393
N 1.0663 -0.0646 -2.9087
*
```

Output
HOMO (spin up / spin down): -7.468 / -7.458 eV
Strongest force on any atom: 0.555 eV/Å
<S²>: 0.786
Energy above the lowest of the compared OMol25 structures with the same formula, charge and spin: 14.22 kcal per mole